83
Properties=species:S:1:pos:R:3:forces:R:3 method="wB97M-V/def2-TZVPD" orbital_gap_ev=8.18 homo_energy_ev=-7.78 e_lumo_ev=0.4 energy_ev=-64847.7944
N 37.9810 51.5510 49.8910 1.851 -1.352 4.007
H 38.5890 50.8220 49.4320 -1.088 0.872 0.644
H 37.1050 51.7740 49.5760 -3.433 0.133 -2.021
H 38.3500 52.4680 49.9020 1.320 1.457 -0.279
H 37.7630 51.4380 50.9580 1.125 -0.617 -2.170
O 36.1850 53.8030 50.3180 2.735 -4.434 1.501
H 35.6940 54.4720 49.9880 -2.281 3.443 -1.561
C 39.3720 48.5560 46.6740 -1.222 -2.108 -0.505
C 39.1260 48.9920 45.2160 2.043 0.213 1.912
O 38.3550 47.9490 44.6250 1.757 3.658 -1.614
C 37.9840 47.0340 45.4930 -0.096 0.797 1.733
O 37.2150 46.1920 45.1890 0.025 -0.962 0.675
O 38.5000 47.3540 46.7140 0.011 -0.107 0.769
F 40.4470 49.0890 44.6350 -2.283 -0.077 0.126
H 39.2490 49.2590 47.5040 -1.321 0.012 -0.502
H 40.3530 48.2150 46.8840 1.216 -0.644 -0.587
H 38.7120 50.0160 45.3940 -0.204 -0.770 -1.834
C 33.7730 51.9370 52.7600 0.012 3.759 -0.242
C 35.3260 51.6870 52.9390 -2.446 -0.730 -2.663
O 35.4310 50.5790 52.0210 2.312 -0.273 1.015
C 34.2990 50.1670 51.4990 -1.914 1.520 -0.510
O 34.1520 49.3240 50.6990 0.390 -1.710 -0.794
O 33.2750 50.9730 51.8830 0.776 -0.485 -0.551
F 35.6170 51.3260 54.1630 0.438 -0.909 1.874
H 33.6300 53.0910 52.2550 0.158 -3.289 1.740
H 33.2000 51.6840 53.6690 0.625 1.242 0.146
H 36.0750 52.3620 52.5840 -0.129 1.172 -0.235
C 33.6670 53.0100 48.6050 0.237 1.526 -3.030
C 32.7320 53.7860 47.5210 0.253 -0.465 0.491
O 31.9070 52.6650 46.9590 1.394 4.840 -1.531
C 32.2650 51.5620 47.4700 -0.403 -3.995 2.647
O 31.6760 50.5230 47.3000 1.157 0.638 -0.192
O 33.2210 51.7170 48.4450 -0.016 -2.085 -0.820
F 33.5520 54.4820 46.5970 -1.684 -1.501 1.040
H 33.5470 53.2600 49.6010 -0.769 1.017 1.968
H 34.7900 53.1590 48.4830 -1.326 -0.270 -0.474
H 31.8880 54.4200 47.8590 1.210 0.274 -0.047
C 41.8150 50.5360 48.7220 3.094 0.876 -1.997
O 40.9100 51.4940 48.2800 -0.932 2.143 0.724
C 41.0000 51.9980 46.9420 -0.915 1.557 0.345
C 39.5800 52.6140 46.5970 10.828 7.774 -1.432
O 38.6830 51.8870 46.9160 -11.120 -7.898 1.065
C 37.2920 52.3750 46.6170 0.783 -1.887 -0.538
C 36.3260 51.1730 46.4740 -1.620 -0.169 -3.369
O 36.6030 50.2180 47.3720 0.126 -3.366 2.971
C 35.6180 49.1130 47.5230 0.072 -1.838 -0.953
H 41.7890 49.8490 47.8530 0.194 -1.188 1.201
H 41.5750 50.1830 49.7900 0.445 0.448 -1.970
H 42.9650 50.9840 48.5270 -2.590 -1.081 1.395
H 41.0180 51.1450 46.3040 0.884 -0.814 -0.891
H 41.8120 52.8370 46.6610 -1.408 -2.109 1.070
H 39.8200 53.0430 45.5980 -1.003 -0.844 -0.759
H 39.4750 53.5230 47.1470 0.589 1.703 0.846
H 37.3130 53.1200 45.8080 -0.026 -0.648 -0.044
H 36.8680 52.8280 47.4570 0.179 1.339 1.820
H 36.3400 50.5910 45.4540 -0.175 1.772 0.995
H 35.2680 51.5020 46.7330 0.976 0.323 -1.073
H 35.7360 48.6920 48.5460 0.123 0.548 -0.749
H 35.7230 48.1360 46.7750 0.374 2.801 1.461
H 34.5410 49.3870 47.4110 0.943 0.554 0.068
C 40.9920 53.2720 51.9060 -0.156 -0.135 4.390
O 40.1300 52.1950 52.3680 1.871 -0.684 -0.603
C 40.8100 50.9770 52.8260 -0.772 0.032 -0.345
C 39.6210 50.1630 53.3440 3.608 -0.284 2.367
O 38.8940 49.7830 52.3560 -2.455 -2.341 -5.962
C 38.0900 48.6180 52.5060 3.716 -0.338 -2.993
C 37.5600 48.2830 51.1320 4.211 -2.396 -0.203
O 38.7320 48.2510 50.1920 -0.956 2.846 -0.780
C 39.8520 47.4400 50.3610 1.737 3.714 0.978
H 41.5670 53.5960 52.8810 -0.508 -0.359 -2.149
H 40.3250 54.0580 51.6780 -0.795 0.941 -0.244
H 41.6140 53.1370 51.0650 0.859 -0.964 -0.875
H 41.4250 51.0240 53.7260 0.504 1.182 -0.094
H 41.4540 50.5030 51.9970 -1.248 0.501 1.093
H 39.0040 50.7520 53.9180 -0.828 2.282 2.175
H 39.8820 49.3350 54.0360 0.617 -0.007 -0.399
H 37.4640 48.9550 53.1620 -4.914 0.958 3.812
H 38.6660 47.8150 52.9800 0.144 -0.132 -0.333
H 37.0050 49.0550 50.6790 -1.377 0.263 -0.206
H 37.2800 47.2160 51.1230 -1.232 0.713 -0.012
H 40.3290 47.5350 51.3320 0.100 0.271 0.481
H 40.6840 47.6070 49.6310 -1.220 0.074 0.119
H 39.4310 46.5660 50.3150 -1.154 -5.925 -0.528

75
Properties=species:S:1:pos:R:3:forces:R:3 method="wB97M-V/def2-TZVPD" orbital_gap_ev=8.87 charge=+1 homo_energy_ev=-11.08 e_lumo_ev=-2.2 smiles="CCN[C@@H]1C[C@H]([NH3+])[C@@H](O[C@H]2OC(CN)=CC[C@H]2N)[C@H](O)[C@H]1O[C@H]1OC[C@](C)(O)[C@H](NC)[C@H]1O" energy_ev=-44235.8518
C -0.1516 -5.1999 0.2659 -0.008 0.142 -0.263
H -0.9505 -5.0425 0.9864 -0.081 -0.015 0.112
H -0.2590 -6.1975 -0.1483 -0.013 -0.126 0.023
H 0.8016 -5.1423 0.7864 0.095 -0.023 0.077
C -0.2273 -4.1676 -0.8485 0.065 -0.197 0.087
N -0.0579 -2.8202 -0.2935 -0.699 -0.143 0.136
H -0.7682 -2.6974 0.4266 0.013 0.090 -0.046
C -0.1718 -1.7284 -1.2768 -0.161 0.223 -0.298
C -0.5674 -0.4299 -0.5373 0.318 0.086 -0.019
H -0.5616 -0.6259 0.5467 0.063 0.051 -0.125
O -1.8559 0.0301 -0.8973 0.000 0.178 0.069
C -2.9148 -0.7773 -0.3935 -0.386 -0.350 -0.313
O -2.8169 -0.9882 0.9740 -0.077 -0.178 -0.124
C -3.0615 0.1576 1.7813 -0.288 0.274 0.192
H -2.2217 0.8600 1.6969 -0.046 -0.040 0.036
C -4.3662 0.8935 1.4552 0.514 0.391 -0.096
C -4.4444 2.1825 2.2796 0.077 -0.431 -0.158
H -5.3736 2.6957 2.0488 -0.083 0.073 -0.008
H -3.6085 2.8412 2.0606 0.116 0.153 -0.026
H -4.4359 1.9366 3.3382 -0.005 0.008 0.123
O -5.4314 0.0357 1.7890 -0.108 -0.248 0.089
H -6.2442 0.4727 1.4995 0.009 0.071 -0.041
C -4.4214 1.2085 -0.0635 -0.184 -0.439 0.205
N -5.7088 1.8108 -0.3827 -0.043 -0.406 -0.157
H -6.1909 1.2315 -1.0635 0.100 0.097 0.058
C -5.6416 3.1690 -0.8904 -0.047 0.076 -0.007
H -6.6559 3.5136 -1.0803 0.012 0.136 -0.014
H -5.0622 3.2608 -1.8194 0.011 0.001 0.043
H -5.1928 3.8150 -0.1366 -0.025 0.088 -0.020
C -4.2329 -0.1136 -0.8207 0.289 0.177 0.560
O -4.2900 0.0412 -2.2101 0.058 0.035 -0.460
H -3.5339 0.5722 -2.4902 -0.034 -0.021 0.012
H -5.0488 -0.7925 -0.5500 0.164 0.075 0.014
H -3.5955 1.8865 -0.3232 -0.057 -0.007 0.001
H -3.1152 -0.2330 2.7978 0.038 0.149 0.000
H -2.8601 -1.7809 -0.8443 0.054 0.175 0.018
C 0.4115 0.7327 -0.7682 0.061 -0.622 0.007
O 0.0790 1.8028 0.0770 -0.019 0.299 0.166
H -0.8058 2.1058 -0.1606 0.032 -0.004 0.005
C 1.8262 0.2766 -0.3782 -0.370 0.050 0.036
C 2.2289 -1.0617 -1.0352 0.026 0.362 -0.474
C 1.1654 -1.5578 -2.0079 -0.119 -0.099 0.228
H 1.0518 -0.8478 -2.8240 0.025 0.002 -0.068
H 1.4723 -2.5092 -2.4441 0.034 0.001 -0.109
N 2.4396 -2.1179 -0.0118 0.185 -0.105 0.130
H 3.0039 -2.8693 -0.4076 -0.059 0.029 0.023
H 2.9509 -1.7627 0.9052 -0.229 -0.228 -0.419
H 1.4354 -2.5157 0.1562 0.489 -0.032 0.125
H 3.1697 -0.8684 -1.5598 -0.099 -0.061 0.151
H 1.8223 0.1734 0.7140 -0.059 -0.071 -0.086
O 2.7941 1.2311 -0.7533 -0.062 0.104 -0.033
C 3.2899 2.0319 0.2881 -0.135 0.726 -0.275
O 3.7590 1.2247 1.3396 0.427 -0.347 0.270
C 4.8555 0.4522 0.9968 0.094 -0.295 -0.032
C 5.6483 0.7300 -0.0299 -0.064 0.088 0.034
C 5.4637 1.9388 -0.8903 -0.217 0.179 0.145
H 6.4183 2.4515 -1.0176 0.010 0.030 -0.052
C 4.4300 2.8908 -0.2814 0.030 -0.415 0.217
N 3.9186 3.7826 -1.2972 -0.078 0.112 -0.046
H 3.2075 4.3980 -0.9202 0.065 0.091 -0.040
H 4.6663 4.3543 -1.6728 -0.095 0.033 -0.002
H 4.8778 3.4082 0.5888 -0.124 -0.169 -0.169
H 5.1070 1.6437 -1.8806 0.063 0.018 -0.023
H 6.4712 0.0744 -0.2635 0.080 -0.221 0.091
C 5.0119 -0.7265 1.9248 0.165 0.394 0.009
N 3.6931 -1.3272 2.1969 0.148 0.183 0.475
H 3.7974 -2.0900 2.8604 -0.052 0.094 0.026
H 3.1193 -0.6115 2.6389 0.002 -0.133 0.074
H 5.6558 -1.4755 1.4612 0.009 0.123 0.027
H 5.4911 -0.3879 2.8520 -0.054 -0.105 -0.059
H 2.4912 2.6452 0.7273 0.124 -0.152 -0.070
H 0.3934 1.0570 -1.8155 0.036 -0.084 -0.005
H -0.9518 -1.9480 -2.0208 0.055 0.016 0.123
H -1.1876 -4.2586 -1.3718 0.090 0.079 -0.054
H 0.5665 -4.3481 -1.5778 -0.065 0.003 -0.029

84
Properties=species:S:1:pos:R:3:forces:R:3 method="wB97M-V/def2-TZVPD" orbital_gap_ev=10.91 homo_energy_ev=-10.59 e_lumo_ev=0.3 smiles="COC(=O)OC.COC(=O)OC.COC(=O)OC.COC(=O)OC.COC(=O)OC.COC(=O)OC.COC(=O)OC" energy_ev=-65451.8630
C 2.8924 7.1716 -2.4842 -0.687 -1.152 0.272
O 2.1197 8.3381 -2.1680 -0.078 -0.229 1.014
C 1.4454 8.5216 -0.9672 0.599 -0.345 -0.623
O 1.3134 7.7973 -0.0068 0.547 0.377 -1.383
O 0.9534 9.7529 -1.1076 -0.361 0.336 -0.540
C 0.3884 10.4186 0.0072 0.624 -0.471 1.503
H 2.2524 6.3041 -2.6447 -0.415 0.044 0.178
H 3.6017 6.8389 -1.7263 0.054 0.617 0.198
H 3.3887 7.2791 -3.4487 0.020 0.783 0.259
H 1.0643 11.2248 0.2922 -0.192 0.289 -0.334
H 0.4197 9.7431 0.8621 -0.318 -0.106 0.006
H -0.6332 10.7751 -0.1248 0.205 -0.146 -0.550
C 0.7961 0.4304 1.2787 -0.320 -1.234 0.443
O -0.4038 -0.2514 0.8577 -0.009 0.986 -0.964
C -1.0086 -1.1825 1.5821 1.359 -0.514 1.046
O -0.5700 -1.6774 2.5997 -0.613 0.239 -0.514
O -2.1128 -1.4810 0.9317 -0.340 0.275 -0.689
C -3.0110 -2.5240 1.2502 -0.205 -0.306 0.509
H 0.6152 0.8402 2.2724 0.260 0.272 -0.171
H 1.0519 1.1582 0.5086 -0.429 0.044 0.240
H 1.6036 -0.3006 1.3214 0.060 0.036 0.193
H -2.5587 -3.4452 1.6174 0.475 0.122 -0.236
H -3.5324 -2.6991 0.3091 -0.113 -0.130 0.286
H -3.6971 -2.2151 2.0389 -0.129 0.210 -0.145
C -11.5554 -5.1071 -3.4745 -0.217 -1.472 -0.353
O -10.7428 -3.9779 -3.6170 -0.413 1.327 0.006
C -9.4686 -4.1513 -3.9451 1.312 -5.130 1.167
O -8.8818 -5.2671 -4.0467 -1.864 3.243 -0.229
O -8.9052 -3.0026 -3.9237 1.868 2.738 0.006
C -7.4873 -2.9101 -4.1790 0.808 -0.626 -1.609
H -12.3639 -5.0510 -2.7456 0.516 0.919 0.472
H -10.8797 -5.9148 -3.1933 -0.476 -0.424 -0.329
H -12.1059 -5.2660 -4.4018 0.421 -0.405 -0.263
H -7.3384 -2.8045 -5.2536 -0.337 -0.297 -0.257
H -6.9215 -3.8020 -3.9096 -0.498 -0.051 0.374
H -6.9387 -2.0300 -3.8435 -1.119 0.182 1.016
C -1.9979 -10.7893 1.9962 1.029 0.401 1.341
O -3.2123 -10.1650 2.4130 -1.065 0.426 0.030
C -3.2609 -9.5089 3.5949 0.771 -0.549 1.284
O -2.3708 -9.4948 4.4383 -1.333 0.195 -1.468
O -4.4871 -8.9489 3.7325 0.379 -0.297 -0.323
C -4.8117 -8.2392 4.9570 0.453 -0.386 -0.221
H -2.0374 -11.1996 0.9871 -0.582 0.493 0.104
H -1.7073 -11.5912 2.6749 -0.301 -0.133 0.095
H -1.2148 -10.0415 2.1207 0.205 -0.072 -0.473
H -4.0849 -7.4408 5.1065 -0.147 -0.037 0.122
H -4.8345 -8.9103 5.8156 0.350 -0.101 -0.097
H -5.8268 -7.8567 4.8501 0.241 0.061 -0.396
C -6.4192 3.0307 0.7299 0.529 -0.094 -2.289
O -6.0067 4.4023 0.4323 0.192 0.006 0.668
C -5.9124 4.8891 -0.8013 -1.169 -1.464 -3.859
O -6.3100 4.3091 -1.8712 1.734 2.377 4.210
O -5.3415 6.1311 -0.7187 -0.171 -0.953 0.243
C -5.0059 6.8678 -1.9010 0.241 0.234 -0.498
H -7.5012 2.9204 0.6572 0.062 0.300 0.764
H -5.8858 2.6336 1.5936 -0.522 0.810 0.361
H -6.0647 2.3933 -0.0801 0.111 0.086 -0.276
H -4.5285 7.8225 -1.6799 -0.597 0.124 1.146
H -5.8934 7.0902 -2.4934 0.180 -0.418 -0.177
H -4.1628 6.4574 -2.4567 -0.584 -1.011 -0.292
C 10.7363 8.0838 0.4574 0.829 0.461 0.073
O 10.0603 6.9065 0.8345 -0.881 -0.925 0.045
C 10.4959 5.6622 0.5264 -1.975 0.490 2.052
O 11.5024 5.4002 -0.0239 0.960 -0.813 -0.905
O 9.5518 4.8189 1.1133 1.248 0.802 0.067
C 9.6000 3.4072 0.9255 -0.604 -0.684 -1.758
H 11.7203 8.1601 0.9200 0.111 -0.294 0.038
H 10.1541 8.9113 0.8630 -0.165 -0.189 -0.171
H 10.8766 8.2175 -0.6152 -0.252 -0.301 -0.064
H 10.5093 2.8213 1.0593 0.508 0.894 0.278
H 9.2787 3.2515 -0.1044 0.255 -0.256 -0.260
H 8.8254 2.8768 1.4793 -0.034 0.813 0.604
C 5.4982 -4.5856 0.8911 -1.545 0.995 -0.506
O 6.8471 -4.8543 1.1000 2.036 0.264 -0.633
C 7.7545 -4.4467 0.1536 -1.803 0.641 -2.190
O 7.4750 -3.8354 -0.9093 0.947 -1.870 3.588
O 8.9465 -4.9108 0.5420 -0.271 0.722 -0.563
C 10.0297 -4.7133 -0.3856 0.110 0.009 -0.703
H 4.9227 -4.8879 1.7660 0.369 -0.420 -0.063
H 5.0973 -5.0304 -0.0196 0.187 -0.396 0.071
H 5.2754 -3.5244 0.7799 0.415 0.251 -0.006
H 9.8792 -3.9120 -1.1091 -0.371 0.389 0.553
H 10.1109 -5.5784 -1.0437 0.152 -0.370 0.441
H 10.9415 -4.5326 0.1838 -0.228 -0.213 0.015